# 1
The following is a quantum chemistry calculation of 2 unconnected molecules or ions with the total composition C4H9ClOS, from the Open Molecules 2025 dataset.

```
16
Properties=species:S:1:pos:R:3:forces:R:3:mulliken_charge:R:1
C 1.61492 -0.26164 0.68430 -0.44 0.72 2.81 -1.34
C 0.23316 -0.10731 -0.04027 4.52 -3.66 -2.63 0.04
C 0.24682 0.77498 -1.21205 -2.09 -0.45 3.01 -0.06
C -2.96262 0.20299 -0.44427 -2.24 -0.60 -0.96 -0.23
O -0.35477 1.93302 -0.99760 -0.54 1.72 0.24 -0.47
S -3.29533 -1.45038 0.12276 1.37 0.40 -0.09 -0.17
Cl -2.72979 1.51013 0.80479 -0.30 -0.60 -0.75 -0.22
H 2.47256 -0.40679 0.10886 1.00 -0.90 -1.81 0.41
H 1.94475 0.72560 1.12128 -0.81 -0.90 0.31 0.33
H 1.63842 -1.11714 1.49270 -0.34 1.86 -1.41 0.29
H -0.41244 0.34686 0.57175 -2.77 0.44 2.81 0.21
H 0.10576 -1.19605 -0.39990 -0.91 1.46 0.70 0.04
H 0.76707 0.42125 -2.06198 0.15 0.92 -1.40 0.46
H -3.85931 0.36950 -1.16701 1.85 0.79 1.32 0.30
H -1.04733 2.05206 -0.16011 2.10 -1.20 -2.48 0.30
H -1.99880 -1.87927 -0.01377 -0.55 0.00 0.33 0.10
```
Forces are in eV/Å.

Electronic energy   -1091.21726 hartree
LUMO (alpha / beta)   -1.55 / 0.46 eV
Multiplicity   1

---

# 2
The following is a quantum chemistry calculation of a molecular structure, C4H9CoN5OS3Sb, from the Open Molecules 2025 dataset.

```
24
Properties=species:S:1:pos:R:3:forces:R:3:mulliken_spin:R:1
Co 0.38770 -0.72705 -0.38056 0.14 0.05 -0.59 1.22
S 3.27611 -4.22717 -0.69773 0.05 -0.05 0.08 0.00
Sb 2.03844 -2.85734 -2.10811 -0.10 0.20 0.07 0.00
S -0.22897 -2.72501 -1.04623 -0.04 -0.32 0.14 -0.05
S 2.49349 -0.55362 -1.44476 0.08 -0.04 -0.12 0.08
N -3.01221 3.05356 -1.54413 -0.25 -0.09 0.04 0.15
N -1.70226 2.81056 -0.99845 0.08 0.17 0.11 0.17
N -0.66467 2.98992 -1.92285 0.12 -0.13 -0.03 0.18
C 0.09650 1.94512 -1.69438 -0.10 0.16 -0.04 -0.04
N -0.40858 1.07460 -0.81265 -0.12 0.17 0.27 0.14
N -1.62207 1.55588 -0.41259 0.26 -0.07 -0.07 0.44
H -2.82613 3.63766 -2.35418 0.01 0.06 0.00 -0.05
H -3.31932 2.14839 -1.91234 0.05 0.01 -0.11 -0.02
H 1.04797 1.77364 -2.17583 -0.04 -0.07 0.03 0.00
C -1.29602 -0.48030 2.18166 0.02 -0.06 0.08 0.02
O 0.07354 -0.86874 2.38743 -0.35 0.06 0.18 -0.03
C 0.85389 -0.98189 1.33289 -0.05 -0.04 0.05 -0.18
C 2.18298 -1.49903 1.73995 0.06 0.00 0.06 -0.02
H -1.92562 -1.35980 2.30539 0.04 -0.08 0.00 0.00
H -1.45876 -0.04455 1.20420 0.06 0.08 -0.14 0.00
H -1.54165 0.25868 2.94167 0.05 0.01 0.07 0.00
H 2.26749 -1.56852 2.82830 0.00 -0.03 -0.01 0.00
H 2.96056 -0.87025 1.30820 0.02 -0.03 -0.03 0.00
H 2.32758 -2.48475 1.27509 0.04 0.04 -0.04 0.00
```
Forces are in eV/Å.

Electronic energy   -3324.34826 hartree
LUMO (alpha / beta)   5.35 / 5.34 eV
Net charge   -2
Multiplicity   3

---

# 3
The following is a quantum chemistry calculation of a molecular structure, C4H9CsMgO4, from the Open Molecules 2025 dataset.

```
19
Properties=species:S:1:pos:R:3:forces:R:3:mulliken_charge:R:1
O 1.13169 -0.25684 1.60215 4.54 1.13 0.67 -0.87
Cs 0.60580 -2.25088 -1.41965 0.10 0.85 0.74 0.92
O -0.45840 1.38407 0.14193 -1.23 -0.05 0.40 -0.71
C 0.05793 2.64460 0.01963 0.60 -0.49 -0.16 -0.03
O 0.24249 3.36390 1.23407 -1.14 0.47 -0.20 -0.43
C 1.04101 2.66138 2.22351 -1.53 0.05 -0.24 -1.04
C 0.39817 2.91743 3.55710 2.54 0.95 -0.87 -0.38
O -0.70056 1.97955 3.70344 -1.04 -1.19 -0.10 -0.06
C -1.43643 2.03439 4.90484 -0.01 0.17 0.15 -0.70
Mg -0.44251 0.79774 2.04744 2.75 1.32 -1.52 0.56
H -0.56039 3.26000 -0.65904 0.10 0.26 0.39 0.24
H 1.08428 2.59049 -0.40777 -0.04 -0.13 -0.29 0.23
H 2.14081 0.45426 1.73132 -5.36 -3.24 -0.49 0.25
H 2.06098 2.80265 1.84110 0.20 0.01 1.53 0.53
H -0.03783 3.92655 3.66525 -0.23 -0.18 -0.01 0.37
H 1.10139 2.75152 4.38820 -0.10 -0.05 -0.14 0.31
H -2.28783 1.35378 4.79121 0.06 0.30 0.14 0.22
H -0.82227 1.69434 5.75272 -0.11 0.16 -0.12 0.29
H -1.76698 3.07076 5.07079 -0.09 -0.34 0.13 0.28
```
Forces are in eV/Å.

Electronic energy   -678.86366 hartree
LUMO   -1.12 eV
Multiplicity   1